DFT (ωB97M-V with the def2-TZVPD basis set) results for a 3-piece molecular cluster, C6H12O overall.

The geometry in ORCA input format:
```
! wB97M-V def2-TZVPD RIJCOSX def2/J DEFGRID3
* xyz 0 1
H 2.413 -1.602 0.160
H -0.334 -0.211 1.941
H 2.839 -0.068 -0.616
C 0.289 1.146 -0.472
H 1.764 -1.194 -1.461
C -0.870 -1.127 -0.384
H 0.879 2.032 -0.210
H -1.065 -2.179 -0.177
H -0.493 -0.925 -1.379
H -1.808 1.774 -0.727
H -1.223 1.836 0.932
C -1.170 1.262 0.002
H -1.180 -0.348 1.783
C 2.031 -0.800 -0.476
H -2.629 -0.337 0.665
C 0.894 -0.084 0.224
C -1.636 -0.159 0.257
O 0.954 -0.042 1.497
H 0.342 1.027 -1.560
*
```

Computed properties:
Highest occupied orbital energy (eV): -8.54
E (hartree): -310.90615